[1]
C24H33N5O5S | ωB97M-V with the def2-TZVPD basis set

Cartesian coordinates (Å):
N: -3.25 0.59 -1.67
H: 3.79 0.49 1.37
C: -0.43 -0.05 -0.91
H: 1.90 -1.27 1.09
H: 1.43 4.41 0.82
H: -5.36 -3.54 -0.55
C: 1.85 0.65 -0.62
C: -2.14 -1.51 3.43
H: -2.75 4.49 0.50
C: 0.48 -0.15 2.26
C: 0.86 -0.95 1.01
H: 8.37 -3.05 -0.03
N: 0.72 -0.20 -0.22
H: -4.20 0.63 -2.02
H: -0.72 3.19 1.80
C: 4.64 -1.64 -1.72
H: -3.42 -1.39 5.16
H: 1.09 0.75 2.32
H: -1.39 4.02 -2.01
C: 5.51 -1.62 -0.63
O: -1.88 -0.85 2.21
C: 4.01 -0.12 0.51
C: 3.15 -0.12 -0.58
H: -2.13 2.96 -0.10
C: -3.76 -1.68 -0.93
C: -1.33 4.69 -1.15
C: 5.19 -0.86 0.48
O: -0.54 0.87 -1.75
H: -2.83 0.18 4.62
H: -4.09 -0.64 3.70
H: -1.23 0.86 1.39
H: 0.23 2.43 -1.02
H: -1.22 -1.64 4.01
H: -1.20 0.87 3.17
C: -1.00 0.26 2.28
C: -1.86 4.00 0.12
H: 5.84 -0.82 1.34
C: 0.14 5.05 -0.86
O: -5.71 -0.69 -1.83
N: 0.85 2.79 -0.30
H: 0.22 6.07 -0.50
H: 0.71 -0.76 3.13
C: 0.54 4.09 0.26
H: 1.66 0.91 -1.66
H: 7.96 -1.40 0.49
C: -1.57 -0.93 -0.73
H: 0.77 4.94 -1.74
H: 4.89 -2.23 -2.58
H: -1.91 5.58 -1.39
H: 7.12 -2.80 1.22
C: 7.56 -2.40 0.30
C: 3.48 -0.89 -1.69
O: 6.63 -2.39 -0.76
H: -2.53 1.19 -2.03
C: -0.72 4.04 1.13
C: -2.86 -0.59 -1.16
H: 0.24 -1.85 0.97
N: -3.21 -2.75 -0.40
H: -2.51 -2.49 3.14
H: 2.82 -0.91 -2.54
C: 1.81 1.98 0.17
H: -0.77 4.95 1.73
C: -5.19 -1.65 -1.29
H: -6.83 -2.86 -1.21
O: 2.54 2.27 1.10
C: -3.19 -0.79 4.28
N: -5.85 -2.78 -0.98
S: -1.64 -2.55 -0.12

**Frontier orbital gap**: 0.299 hartree
**LUMO level**: -0.03 eV
**E**: -1982.5704 hartree

Atom charges from the natural (NBO) analysis, given in e for atoms 1 to 5: -0.790, 0.240, 0.670, 0.233, 0.233

---

[2]
C58H59BaN5O2P2S2 | ωB97M-V with the def2-TZVPD basis set

Cartesian coordinates (Å):
H: 0.16 -3.95 -4.22
H: 4.19 -3.60 0.72
H: 5.85 -2.42 1.33
C: 2.53 -1.06 -5.03
C: -3.49 -0.66 -1.36
H: 2.47 -3.30 0.49
C: -0.60 6.49 -0.15
C: -5.20 -1.45 2.62
C: -5.18 -1.72 -2.70
S: 3.08 1.50 0.26
P: -1.17 2.31 -2.02
H: -4.42 -0.83 5.54
H: 3.28 1.33 -3.77
H: 3.20 -0.25 -5.26
H: 3.23 -2.64 -1.60
H: -3.34 3.13 -2.91
C: -4.78 -0.69 -1.88
C: 1.21 -2.91 -5.77
C: -0.09 4.15 -0.26
C: -1.90 -1.81 2.98
H: -4.64 -3.57 -3.65
H: -1.61 -1.70 -1.28
C: 1.30 2.24 3.53
C: -0.28 1.96 -5.98
H: 0.67 4.34 -3.11
C: -4.17 0.26 1.12
C: 0.65 2.97 -6.20
P: -2.94 0.63 -0.17
C: 0.97 -5.34 1.64
H: 7.53 -1.08 2.47
Ba: 0.69 -0.31 0.63
H: -4.78 2.05 -1.10
H: -0.52 1.26 -6.78
C: 5.40 1.37 1.55
C: -2.94 -2.65 3.25
C: 1.02 0.08 4.85
C: 0.98 3.83 -5.17
H: 1.75 -6.75 3.06
H: 1.53 1.18 -3.51
H: 4.54 -0.37 4.02
C: -1.54 6.34 -1.16
H: -1.21 0.25 3.14
C: 1.18 -5.84 2.91
H: 2.38 -1.68 -7.08
H: 0.85 5.51 1.08
H: 5.25 2.43 1.61
C: -4.31 -2.75 -3.01
H: -3.20 1.37 -2.95
N: 2.60 -0.38 -2.67
H: -2.12 7.19 -1.51
H: 3.27 -2.67 1.92
C: -4.25 -2.12 3.69
H: -6.42 -0.43 4.15
C: -2.03 -0.41 3.38
N: 3.62 -1.61 0.15
H: -2.32 -3.52 -2.73
C: 2.50 1.01 -3.06
C: -4.25 -0.78 4.45
C: -3.69 2.12 -1.00
H: -3.01 1.04 4.52
C: -3.03 0.03 4.14
C: 2.14 -1.26 -3.71
H: 0.12 -3.78 0.46
H: 4.33 0.17 -1.67
N: -0.75 -2.18 2.37
H: 1.57 4.33 3.26
C: -4.67 1.34 1.96
N: 3.15 0.90 3.95
C: 2.07 -1.86 -6.06
C: 6.67 -0.59 2.04
H: -4.82 -2.89 4.23
O: 3.69 -0.32 4.47
H: -4.49 2.35 1.63
N: 0.03 2.19 3.25
H: 0.03 0.49 5.00
H: 4.96 -2.37 -1.29
C: -0.07 -4.00 3.82
H: -6.05 -2.08 2.34
C: -4.47 -1.02 1.40
H: -6.19 -1.73 -3.09
C: 0.28 -4.16 1.45
C: 1.26 -2.31 -3.41
C: 4.59 -0.78 0.80
C: 1.89 1.06 4.11
C: 2.17 3.42 3.18
C: 0.12 5.40 0.30
C: -3.02 -2.73 -2.50
C: 0.64 -5.17 3.99
H: 7.25 1.39 2.61
H: 1.13 3.06 -7.17
C: -0.88 1.82 -4.75
H: 1.35 -5.87 0.77
C: 3.96 -1.91 -1.24
H: 4.62 -0.93 -3.03
H: -1.58 1.01 -4.57
S: 0.68 -2.68 -1.83
C: 5.71 -1.35 1.38
H: 3.03 3.47 3.84
H: 2.58 1.63 -2.16
C: -5.47 -0.30 3.61
H: -5.76 1.88 3.68
H: 0.47 3.30 0.10
C: 3.39 -2.86 0.86
H: 1.48 -0.16 5.81
C: 0.39 3.69 -3.93
H: -2.88 -3.70 3.00
C: -3.00 2.26 -2.35
C: 4.41 0.61 0.90
O: -0.55 3.18 2.66
H: 2.52 3.34 2.15
H: 0.83 -3.54 -6.56
H: -5.48 0.09 -1.62
C: -2.62 -1.70 -1.68
C: 0.82 -3.13 -4.47
C: 6.51 0.78 2.11
C: -0.24 -3.43 2.54
H: -0.44 7.48 0.27
H: 0.93 -0.86 4.29
C: 3.94 -0.71 -2.19
C: -5.35 1.08 3.08
C: -0.56 2.69 -3.70
C: -1.02 3.99 -1.28
H: -3.46 2.99 -0.38
H: -0.48 -3.48 4.68
H: -2.46 5.00 -2.54
H: -4.11 -1.81 0.75
H: 0.78 -5.56 5.00
H: 1.73 4.59 -5.32
C: -1.75 5.09 -1.73

**Net charge**: -2
**Frontier orbital gap**: 0.205 hartree
**LUMO level**: 3.95 eV
**E**: -4174.3505 hartree

Atom charges from the Mulliken analysis, given in e for atoms 1 to 5: 0.340, 0.323, 0.290, -0.192, -0.204

---

[3]
C20H29BrN5O5S3 | ωB97M-V with the def2-TZVPD basis set

Cartesian coordinates (Å):
O: -1.79 -3.93 -1.94
H: -4.83 -0.12 -1.62
C: -3.62 1.55 1.04
C: -1.91 -1.03 -0.40
H: 4.72 -2.09 1.42
N: 3.21 -0.88 -0.58
H: -1.19 4.80 0.60
O: 1.48 4.24 2.42
H: 1.16 5.43 0.76
C: -0.63 4.41 1.45
H: -2.24 -3.52 1.66
H: 1.29 -0.03 -1.49
Br: 0.22 -5.65 -1.41
H: -4.25 3.52 1.54
H: -2.18 0.34 -1.93
C: 4.46 -0.31 -1.15
H: -0.83 -0.37 -3.49
C: -0.83 -4.08 -1.30
H: -2.92 1.48 1.86
H: -6.13 1.94 -1.75
H: 0.51 6.06 2.29
O: 0.93 1.94 3.05
H: 4.81 0.45 -0.47
H: 3.88 -1.36 2.75
C: -1.33 -0.13 -1.45
N: -5.28 2.86 -0.12
H: -5.23 -1.94 1.70
C: 5.59 -1.28 -1.46
C: -0.36 -3.01 -0.31
N: -4.37 -1.63 2.14
C: 3.09 -0.73 0.89
H: 2.92 0.33 1.03
C: 1.03 -0.47 -2.45
H: 2.18 -1.24 1.17
C: 4.26 -1.17 1.75
C: -3.78 0.51 0.14
H: 4.20 0.22 -2.07
O: -0.19 3.06 1.15
S: 3.04 -3.59 -0.49
C: -3.30 -1.67 1.24
N: -3.01 -0.68 0.30
N: -1.50 -2.21 0.09
C: -4.38 2.69 0.86
H: 0.01 -3.52 0.57
H: 5.50 -1.68 -2.47
C: -5.41 1.83 -0.96
H: -4.53 -0.68 2.47
C: 0.66 5.17 1.70
H: 5.00 -0.38 1.85
H: 5.69 -2.07 -0.73
O: 2.15 2.39 0.95
H: 0.43 -2.42 -0.75
H: -0.82 0.67 -0.93
C: -0.48 -0.79 -2.55
H: 1.30 0.26 -3.20
C: 2.84 -2.10 -1.10
S: 2.02 -1.97 -2.68
H: 6.52 -0.72 -1.45
H: -1.26 4.38 2.34
H: -0.66 -1.85 -2.61
C: -4.68 0.65 -0.89
C: -2.34 -2.62 1.09
S: 1.19 2.76 1.92

**Net charge**: +1
**Frontier orbital gap**: 0.292 hartree
**LUMO level**: -2.74 eV
**E**: -5197.8021 hartree

Atom charges from the natural (NBO) analysis, given in e for atoms 1 to 5: -0.501, 0.242, -0.273, 0.502, 0.227

---

Asked for E_HOMO across the records above, the calculation gives -8.169, -1.629, -10.682 eV in order.